# 1
Molecular formula: C11H10FN2O
Method: DFT, the ωB97M-V functional and the def2-TZVPD basis

The geometry in XYZ format:
```
25
C11H10FN2O, DFT the ωB97M-V functional and the def2-TZVPD basis
C -4.0280 -0.8567 -0.0967
C -3.3511 -0.6659 1.1485
C -3.2601 -1.4362 -1.1059
C -2.0100 -1.0489 1.3117
C -1.8804 -1.6483 -0.9935
C 3.0347 -0.0358 -0.1003
C -1.1940 -1.5107 0.2862
C 1.6599 0.1724 0.1175
C 2.7088 2.1215 -0.2208
C 2.7968 3.5850 -0.4640
C 0.0741 -2.0525 0.5608
N 3.5919 1.1593 -0.2833
N 1.5027 1.5109 0.0212
O 1.8760 4.3505 -0.4426
F 0.5397 -2.8671 -0.3336
H -5.0044 -0.6939 -0.3449
H -3.7376 -0.1468 2.0544
H -3.8371 -1.5074 -1.9957
H -1.6163 -1.0139 2.3168
H -1.1494 -1.8744 -1.8554
H 3.6435 -0.9386 -0.3828
H 3.8399 3.9967 -0.8010
H 0.5796 -1.9773 1.5079
H 4.5546 1.2838 -0.1657
H 0.6663 2.0942 0.2611
```

Summary:
Net charge = +1
Highest occupied orbital energy (alpha / beta) = -12.22 / -12.23 eV
Frontier orbital gap (alpha / beta) = 7.0 / 7.0 eV
ΔE to the lowest compared entry with this formula, charge and spin = 0.852 eV

Here are the Mulliken charges for atoms 1 to 5, given in e:
1 C -0.43
2 C -0.47
3 C -0.59
4 C -0.41
5 C -0.19

# 2
Molecular formula: C6H10N2O2
Method: DFT, the ωB97M-V functional and the def2-TZVPD basis

The geometry in XYZ format:
```
20
C6H10N2O2, DFT the ωB97M-V functional and the def2-TZVPD basis
C 2.0285 0.3205 0.3694
C 1.1249 0.7208 -0.7026
C -0.6365 -1.0562 -0.3601
C -1.9815 -1.0456 0.5300
C -2.3963 0.4667 0.3440
C -1.2060 1.0819 0.0540
H 3.6296 -0.1508 -0.8383
H 3.9989 -0.1076 0.5485
H 1.0480 1.7457 -1.1571
H 1.2822 0.3086 -1.4440
H 0.3891 -1.7820 -0.0383
H -0.7367 -1.5271 -1.1302
H -2.9214 -2.0235 0.0812
H -1.6961 -1.3421 1.4222
H -3.0601 0.8076 -0.3673
H -2.5950 0.5776 1.3861
N 3.2459 -0.0288 -0.1120
N -0.2236 0.2083 -0.2915
O 1.7644 0.4738 1.6096
O -1.0585 2.3524 0.0962
```

Summary:
Highest occupied orbital energy = -9.03 eV
Frontier orbital gap = 9.6 eV
ΔE to the lowest compared entry with this formula, charge and spin = 7.304 eV

Here are the Mulliken charges for atoms 1 to 5, given in e:
1 C 0.65
2 C -1.21
3 C -0.76
4 C -0.73
5 C -0.28

# 3
Molecular formula: C3H11NOS2
Method: DFT, the ωB97M-V functional and the def2-TZVPD basis

The geometry in XYZ format:
```
18
C3H11NOS2, DFT the ωB97M-V functional and the def2-TZVPD basis
S -2.9920 -1.1059 1.1614
S -1.2830 -0.3266 2.1290
C -0.2499 0.5422 0.8913
C 1.0716 -0.1441 0.4491
C 0.9537 -1.5913 -0.1369
N -0.1755 -1.7268 -1.0521
H -2.5301 -2.0166 0.2603
H 0.0034 1.5693 1.1466
H -1.0021 0.6953 0.1079
H 1.7677 -0.2267 1.2836
H 1.5050 0.5027 -0.3276
H 0.9696 -2.2934 0.6910
H 1.9329 -1.7086 -0.6438
H -0.2578 -2.6064 -1.5474
H 0.0810 -1.0450 -1.7616
H 0.3437 3.2365 -0.4823
H 0.0964 4.5711 -1.0515
O -0.2346 3.6743 -1.1170
```

Summary:
Multiplicity = 2
Net charge = -1
Highest occupied orbital energy (alpha / beta) = 0.47 / -3.71 eV
Frontier orbital gap (alpha / beta) = 2.5 / 6.6 eV
<S²> = 0.753
ΔE to the lowest compared entry with this formula, charge and spin = 1.347 eV

Here are the Mulliken charges for atoms 1 to 5, given in e:
1 S -0.51
2 S -0.42
3 C -0.70
4 C -0.44
5 C -0.67

# 4
Molecular formula: C11H27ClMgN5O3
Method: DFT, the ωB97M-V functional and the def2-TZVPD basis

The geometry in XYZ format:
```
48
C11H27ClMgN5O3, DFT the ωB97M-V functional and the def2-TZVPD basis
Mg -0.1688 -2.6453 -10.9793
Cl 0.2117 -4.9416 -7.8569
C 1.4371 -11.1176 -8.1318
O 1.7071 -12.3264 -8.3535
N 0.2196 -10.7869 -7.9609
N 2.2078 -10.0388 -8.1134
H -0.0347 -9.8411 -8.2079
H -0.5019 -11.4623 -7.7524
H 1.7133 -9.1629 -8.2052
H 3.1745 -10.1769 -8.3710
C 4.8513 -6.6040 -3.2766
O 5.9810 -6.7743 -2.8958
N 3.7403 -7.2638 -3.0700
N 4.5010 -5.5345 -4.0022
H 2.9318 -7.1498 -3.6645
H 3.8517 -8.0996 -2.5142
H 3.5649 -5.6322 -4.3686
H 5.0872 -4.8372 -4.4383
C -8.5425 -2.7054 -6.2030
C -7.5279 -3.9113 -5.7457
C -7.8916 -4.3591 -4.4066
C -7.3415 -5.7749 -4.0361
C -7.6958 -6.7836 -5.2454
C -7.3125 -6.3751 -6.7112
N -7.7644 -4.9605 -6.7946
O -7.5144 -4.5900 -8.1568
C -5.7657 -6.5646 -6.8207
C -8.0904 -7.4084 -7.6672
C -6.1445 -3.2936 -5.7878
H -9.5365 -3.1006 -5.9934
H -8.2823 -1.8988 -5.5177
H -8.5119 -2.2751 -7.2040
H -7.5822 -3.6365 -3.6515
H -8.9700 -4.5047 -4.3435
H -6.2629 -5.6240 -3.9928
H -7.7439 -6.0631 -3.0649
H -8.7442 -7.0815 -5.2597
H -7.1753 -7.7254 -5.0717
H -5.3901 -5.9742 -7.6564
H -5.4547 -7.5368 -7.2030
H -5.2277 -6.3220 -5.9043
H -8.3229 -8.3817 -7.2351
H -7.5530 -7.5280 -8.6080
H -9.0696 -6.9697 -7.8588
H -6.0225 -2.3851 -5.1980
H -5.3042 -3.9855 -5.7306
H -5.9101 -3.0455 -6.8230
H -8.3888 -4.6062 -8.5527
```

Summary:
Net charge = +1
Highest occupied orbital energy = -10.82 eV
Frontier orbital gap = 1.7 eV

Here are the Mulliken charges for atoms 1 to 5, given in e:
1 Mg 1.05
2 Cl -0.37
3 C 0.64
4 O -0.66
5 N -0.36

# 5
Molecular formula: C4H4Cl12Cr2O8S2
Method: DFT, the ωB97M-V functional and the def2-TZVPD basis

The geometry in XYZ format:
```
32
C4H4Cl12Cr2O8S2, DFT the ωB97M-V functional and the def2-TZVPD basis
Cr 11.0122 -16.4138 10.4789
Cr 10.6178 -12.8271 9.6260
S 8.6397 -15.2236 10.1357
O 9.5377 -15.6845 9.1241
O 7.4307 -15.7340 9.4874
O 9.1702 -15.9971 11.2611
O 8.9335 -13.8234 10.1697
S 12.4329 -14.1467 11.0773
O 11.8811 -14.4708 9.7582
O 13.8454 -14.0135 11.1430
O 11.7024 -12.8912 11.2512
O 11.9434 -15.2859 11.8151
C 15.6015 -14.2049 8.2586
Cl 16.0415 -13.9173 6.5236
Cl 16.7051 -13.4326 9.4636
Cl 15.6274 -15.9517 8.6369
H 14.6052 -13.7930 8.4195
C 14.0797 -10.5888 9.5463
Cl 14.8252 -9.1645 10.2904
Cl 14.8329 -10.9537 7.9344
Cl 12.2974 -10.3927 9.4229
H 14.2429 -11.4428 10.2037
C 15.5261 -12.8360 13.5916
Cl 13.8747 -12.3876 14.0347
Cl 16.6038 -12.8260 15.0194
Cl 16.1478 -11.7447 12.3479
H 15.5651 -13.8134 13.1107
C 14.9744 -16.9610 12.5652
Cl 14.2014 -18.0553 11.3615
Cl 16.5123 -17.5673 13.1636
Cl 13.9098 -16.7566 13.9662
H 15.1525 -16.0242 12.0371
```

Summary:
Multiplicity = 10
Net charge = +1
Highest occupied orbital energy (alpha / beta) = -13.15 / -13.15 eV
Frontier orbital gap (alpha / beta) = 7.7 / 4.4 eV
<S²> = 24.783

Here are the Mulliken charges for atoms 1 to 5, given in e:
1 Cr 1.11
2 Cr 1.10
3 S 1.51
4 O -0.66
5 O -0.26

# 6
Molecular formula: C3H6FNO2
Method: DFT, the ωB97M-V functional and the def2-TZVPD basis

The geometry in XYZ format:
```
13
C3H6FNO2, DFT the ωB97M-V functional and the def2-TZVPD basis
C 1.6388 -0.7704 -0.1524
C 0.0458 -1.0814 0.3692
C -0.8806 0.0998 -0.2879
H 2.1825 -1.5674 0.3329
H 1.5889 -0.8968 -1.3327
H 1.9680 0.2311 -0.0987
H -0.1519 -2.2052 0.2866
H -2.1016 0.8375 1.4235
H -0.7653 2.3726 -1.2002
N -1.2660 1.0975 0.5542
O -0.7403 0.4075 -1.4876
O -1.5022 2.3676 -0.2213
F -0.0161 -0.8925 1.8143
```

Summary:
Highest occupied orbital energy = -9.77 eV
Frontier orbital gap = 10.3 eV
ΔE to the lowest compared entry with this formula, charge and spin = 5.364 eV

Here are the Mulliken charges for atoms 1 to 5, given in e:
1 C -1.04
2 C 0.24
3 C 0.41
4 H 0.32
5 H 0.28

# 7
Molecular formula: C21H21Br37O3
Method: DFT, the ωB97M-V functional and the def2-TZVPD basis

The geometry in XYZ format:
```
82
C21H21Br37O3, DFT the ωB97M-V functional and the def2-TZVPD basis
C 2.8205 0.0481 2.1559
C 2.3208 1.3776 1.4901
C 3.1683 2.1906 0.6138
C 2.6260 3.4365 0.0151
C 1.2652 3.8817 0.3281
C 0.3731 3.0802 1.2599
C -1.0597 3.6648 1.5733
O -2.1258 3.1779 0.6639
C -1.8668 1.8962 0.1821
O -2.1442 0.8988 0.7786
O -1.2824 1.7463 -1.0903
Br -2.1839 2.8185 -2.3098
C 0.9331 1.8403 1.8025
H 3.9319 -0.0162 2.2412
H 2.5022 -0.7924 1.4686
H 2.3075 -0.1538 3.1389
H 4.2156 1.8540 0.4119
H 3.2949 4.0343 -0.6581
H 0.8984 4.8380 -0.1434
H -1.2697 3.5365 2.6663
H -0.9910 4.7737 1.4154
H 0.3177 1.1978 2.4828
C 3.2264 -3.9570 3.5969
Br 4.6021 -2.6729 3.1487
Br 1.4769 -3.1476 3.5438
Br 3.3284 -5.5397 2.4899
H 3.4018 -4.2730 4.6202
C -1.2424 -1.6709 -2.8404
Br 0.0684 -1.1995 -4.1845
Br -2.9345 -2.1722 -3.6323
Br -0.5813 -3.0286 -1.6380
H -1.4210 -0.7805 -2.2442
C -3.1386 -6.3198 -3.8468
Br -1.8249 -5.8442 -5.1853
Br -4.8245 -6.8371 -4.6472
Br -2.4773 -7.6724 -2.6299
H -3.3275 -5.4275 -3.2570
C -4.1494 -9.0052 -7.9099
Br -5.4133 -9.9801 -9.0027
Br -2.8877 -10.1877 -7.0408
Br -3.2546 -7.6151 -8.9125
H -4.7177 -8.5155 -7.1254
C -4.9351 5.2344 2.2526
Br -4.4326 7.1004 2.2061
Br -3.3796 4.1147 2.0190
Br -5.9596 4.7831 3.8377
H -5.5848 5.0577 1.4012
C 0.2879 8.0878 1.4272
Br -0.7702 9.5515 2.1242
Br 0.9679 6.9557 2.8403
Br -0.6746 7.0674 0.0916
H 1.1467 8.5273 0.9304
C 4.9857 7.3219 -0.1773
Br 5.4273 5.8497 0.9936
Br 6.0942 7.3374 -1.7618
Br 3.1005 7.3501 -0.6205
H 5.1973 8.2368 0.3684
C 0.6944 -9.6388 -4.2277
Br 0.6072 -10.8049 -2.6858
Br 1.0190 -7.8015 -3.7228
Br 1.9827 -10.2545 -5.5300
H -0.2807 -9.6704 -4.7052
C -3.1618 -1.8356 2.7605
Br -1.6502 -1.6690 3.9484
Br -3.5309 -3.6800 2.3031
Br -4.7224 -0.9462 3.4702
H -2.8915 -1.3260 1.8403
C 5.9063 8.7616 4.5133
Br 7.1941 9.2005 3.1363
Br 4.1911 8.2803 3.7603
Br 6.5717 7.3971 5.7113
H 5.7546 9.6586 5.1050
C -5.6368 0.1098 7.5883
Br -5.6147 1.6408 6.4105
Br -6.1327 -1.5040 6.6463
Br -3.9577 -0.0947 8.5275
H -6.4001 0.2910 8.3379
C 3.4077 -6.3925 -7.0633
Br 4.3686 -7.5399 -5.8362
Br 2.0746 -7.3677 -8.0713
Br 2.6441 -4.8597 -6.1612
H 4.1313 -6.0136 -7.7775
```

Summary:
Highest occupied orbital energy = -9.02 eV
Frontier orbital gap = 7.6 eV

Here are the Mulliken charges for atoms 1 to 5, given in e:
1 C -1.08
2 C 0.54
3 C -0.78
4 C -0.72
5 C -0.19

# 8
Molecular formula: C23H31ClN6O2
Method: DFT, the ωB97M-V functional and the def2-TZVPD basis

The geometry in XYZ format:
```
63
C23H31ClN6O2, DFT the ωB97M-V functional and the def2-TZVPD basis
C 1.7922 5.9655 1.6995
C 2.4944 4.7898 1.0316
C 1.8665 3.4560 1.4289
C 2.5723 2.2785 0.7624
C 1.9344 0.9291 1.1044
N 0.5703 0.8545 0.6434
C -0.5936 0.9882 1.3214
C -0.7326 1.1942 2.8015
N -1.1114 0.0521 3.6071
C -2.4589 -0.4437 3.4480
C -2.6544 -1.3748 2.2282
N -1.4402 -2.1288 1.9882
C -0.9044 -2.2446 0.7321
C -1.7431 -2.2883 -0.3923
C -1.2240 -2.4417 -1.6604
C 0.1412 -2.5638 -1.8661
C 0.9710 -2.5258 -0.7595
Cl 2.6835 -2.6594 -0.9714
C 0.4745 -2.3662 0.5198
C -0.6706 -2.3476 3.1853
C -0.1287 -1.0171 3.7335
N -1.6490 0.9488 0.5207
C -1.1527 0.7769 -0.7206
C 0.2302 0.7259 -0.6864
C 1.0200 0.5576 -1.8670
O 2.2337 0.5304 -1.9431
N 0.2089 0.4404 -3.0007
C 0.8746 0.2282 -4.2752
C -1.1752 0.4769 -3.0638
O -1.7614 0.3521 -4.1175
N -1.8522 0.6817 -1.8812
C -3.2968 0.7276 -1.8794
H 2.2520 6.9046 1.4018
H 0.7419 5.9930 1.4175
H 1.8532 5.8821 2.7826
H 2.4411 4.9021 -0.0532
H 3.5498 4.7886 1.3123
H 0.8105 3.4621 1.1455
H 1.9185 3.3472 2.5159
H 3.6154 2.2464 1.0812
H 2.5635 2.4018 -0.3212
H 1.9588 0.7652 2.1836
H 2.4965 0.1362 0.6043
H 0.2019 1.5880 3.2088
H -1.5098 1.9507 2.9452
H -2.7101 -0.9772 4.3706
H -3.1328 0.4085 3.3581
H -2.8743 -0.7635 1.3528
H -3.4990 -2.0522 2.4176
H -2.8117 -2.2318 -0.2588
H -1.8909 -2.4776 -2.5092
H 0.5492 -2.6921 -2.8549
H 1.1734 -2.3298 1.3392
H 0.1399 -3.0494 2.9922
H -1.3363 -2.8078 3.9237
H 0.1280 -1.1354 4.7956
H 0.7811 -0.7458 3.1957
H 1.9311 0.0692 -4.0717
H 0.4409 -0.6379 -4.7728
H 0.7429 1.0998 -4.9166
H -3.6205 1.4506 -1.1337
H -3.7085 -0.2531 -1.6351
H -3.6288 1.0174 -2.8745
```

Summary:
Highest occupied orbital energy = -7.74 eV
Frontier orbital gap = 8.4 eV
ΔE to the lowest compared entry with this formula, charge and spin = 0.268 eV

Here are the Mulliken charges for atoms 1 to 5, given in e:
1 C -1.33
2 C -0.46
3 C -0.20
4 C -0.93
5 C -1.28

Number 1: strongest force on any atom 5.129 eV/Å. Number 2: strongest force on any atom 15.510 eV/Å. Number 3: strongest force on any atom 3.405 eV/Å. Number 4: strongest force on any atom 6.500 eV/Å. Number 5: strongest force on any atom 6.948 eV/Å. Number 6: strongest force on any atom 5.769 eV/Å. Number 7: strongest force on any atom 7.450 eV/Å. Number 8: strongest force on any atom 1.352 eV/Å.